C6H10N2O | ωB97M-V/def2-TZVPD

The calculation puts the energy at -11409.03485 eV. The SMILES is CC1=CO[C@H]2CCNN12. The energy relative to the best compared isomer or geometry (same formula, charge and spin) is 70.4 kcal/mol. The largest force on an atom is 0.071 hartree/bohr. Its total charge is 0. Its HOMO-LUMO gap is 0.317 Eh.

Structure (XYZ):
```
19
C6H10N2O, DFT ωB97M-V/def2-TZVPD
C 1.179 1.429 0.680
C 0.806 0.983 -0.503
C -0.621 -1.322 1.383
C -1.591 -0.918 0.204
C 0.755 -0.807 0.893
C 0.513 1.744 -1.720
N -0.761 -0.810 -0.975
N 0.536 -0.444 -0.505
O 1.232 0.343 1.570
H 1.587 2.454 0.902
H -0.707 -0.990 2.439
H -0.648 -2.405 1.446
H -2.402 -1.569 0.060
H -2.041 -0.023 0.325
H 1.437 -1.616 0.957
H 1.281 2.493 -1.661
H -0.451 2.140 -1.483
H 0.526 1.106 -2.526
H -0.629 -1.787 -1.485
```



C8H2ClF3O3 | ωB97M-V/def2-TZVPD

The calculation puts the energy at -35140.28387 eV. The SMILES is O=C1OC(=O)C(/C=C\F)=C1Cl.FC#CF. The largest force on an atom is 0.089 hartree/bohr. Its total charge is 0. Its HOMO-LUMO gap is 0.296 Eh.

Structure (XYZ):
```
17
C8H2ClF3O3, DFT ωB97M-V/def2-TZVPD
C -1.410 -0.400 0.751
C -0.044 -0.135 0.845
C 0.588 0.889 -2.134
C -0.478 1.441 -2.314
C 0.469 1.187 1.255
C 2.277 -0.085 0.945
C -2.133 -1.437 0.216
C 1.069 -0.819 0.356
O -0.158 2.186 1.450
O 3.398 -0.482 0.949
O 1.834 1.128 1.376
F 1.820 0.756 -2.127
F -1.782 1.538 -2.199
F -1.604 -2.572 -0.312
Cl 1.413 -2.264 -0.469
H -1.988 0.440 1.214
H -3.272 -1.371 0.196
```



C2H4ClOP | ωB97M-V/def2-TZVPD

The calculation puts the energy at -25994.12618 eV. The SMILES is C/C=P/OCl. The energy relative to the best compared isomer or geometry (same formula, charge and spin) is 87.6 kcal/mol. The largest force on an atom is 0.094 hartree/bohr. Its total charge is 0. Its HOMO-LUMO gap is 0.329 Eh.

Structure (XYZ):
```
9
C2H4ClOP, DFT ωB97M-V/def2-TZVPD
C -0.003 0.087 0.054
C -1.356 0.321 -0.393
O 2.516 -0.364 1.143
P 0.713 0.364 1.535
Cl 2.841 -0.768 -0.342
H 0.465 -0.640 -0.566
H -1.743 1.296 -0.201
H -1.959 -0.361 0.206
H -1.475 0.066 -1.435
```



- The highest HOMO-LUMO gap belongs to which entry?
  C2H4ClOP